1.
{"formula": "C3H6O", "method": "ωB97M-V with the def2-TZVPD basis set", "elements": ["C", "C", "O", "C", "H", "H", "H", "H", "H", "H"], "positions_angstrom": [[1.13370, -0.66236, 0.04633], [-0.02903, -0.25805, -0.67487], [-0.79523, -0.97316, -1.38345], [-0.84156, 0.57341, 0.50555], [1.46261, -1.70082, 0.08972], [0.38728, 0.70271, -1.14549], [1.72533, 0.08200, 0.57213], [-1.64985, 1.03415, -0.06005], [-1.24970, -0.15987, 1.20009], [-0.24897, 1.32665, 1.02831]], "lowdin_charge": [0.14, -0.69, -0.03, 0.00, 0.08, 0.19, 0.08, 0.08, 0.08, 0.07], "e_tot_ha": -192.9880, "homo_energy_ev": [-9.409, -8.603], "de_lowest_kcal_mol": 97.4, "orbital_gap_ev": [8.81, 7.08], "max_force_ev_per_a": 1.47}

2.
{"formula": "C3H6O", "method": "ωB97M-V with the def2-TZVPD basis set", "elements": ["C", "C", "C", "H", "H", "H", "H", "H", "H", "O"], "positions_angstrom": [[-0.78208, 0.43059, -0.12271], [0.70692, 0.43512, -0.13474], [1.39255, -0.68130, -0.11938], [-2.37182, -0.60848, 0.56234], [-1.26869, 1.10985, -0.99709], [-1.03247, 1.01708, 0.87419], [1.20476, 1.46363, 0.00866], [2.54127, -0.65234, 0.30335], [1.00407, -1.71091, -0.22232], [-1.39453, -0.80323, -0.15230]], "lowdin_charge": [-0.41, -0.23, -0.04, 0.26, 0.14, 0.13, 0.13, 0.11, 0.06, -0.16], "e_tot_ha": -193.0338, "homo_energy_ev": -9.420, "de_lowest_kcal_mol": 68.6, "orbital_gap_ev": 9.79, "max_force_ev_per_a": 6.23}

3.
{"formula": "C3H6O", "method": "ωB97M-V with the def2-TZVPD basis set", "elements": ["C", "C", "C", "O", "H", "H", "H", "H", "H", "H"], "positions_angstrom": [[0.09601, -0.22870, 1.49592], [-0.56691, 0.21981, 0.44790], [-0.83847, 0.49397, -0.93477], [-1.76663, 0.77418, 0.15902], [1.09324, -0.63915, 1.38773], [-0.35476, -0.19415, 2.48143], [-0.42997, 1.37551, -1.42688], [-1.14933, -0.31927, -1.58942], [1.78847, -1.06162, -0.92656], [2.12834, -0.42058, -1.09436]], "lowdin_charge": [0.05, -0.39, -0.07, 0.02, 0.03, 0.06, 0.11, 0.11, 0.04, 0.05], "e_tot_ha": -193.0274, "smiles": "C=C1CO1.[H][H]", "homo_energy_ev": -9.330, "de_lowest_kcal_mol": 72.7, "orbital_gap_ev": 10.52, "max_force_ev_per_a": 0.30}

4.
{"formula": "C3H6O", "method": "ωB97M-V with the def2-TZVPD basis set", "elements": ["C", "C", "C", "H", "H", "H", "H", "O", "H", "H"], "positions_angstrom": [[1.17104, 2.21193, 2.18705], [0.64036, 1.11160, 1.92657], [-0.00895, -0.14836, 1.41130], [1.61661, 3.15018, 2.47185], [-1.10417, -0.03250, 1.47193], [0.30733, -0.89777, 2.15626], [0.25033, -0.52057, 0.40590], [-0.82600, -2.00226, -3.97592], [-0.62831, -1.35919, -4.69399], [-1.41824, -1.51304, -3.36096]], "lowdin_charge": [0.08, -0.19, -0.12, 0.01, 0.07, 0.07, 0.08, -0.09, 0.05, 0.04], "e_tot_ha": -193.0601, "smiles": "C#CC.O", "homo_energy_ev": -9.877, "de_lowest_kcal_mol": 52.1, "orbital_gap_ev": 10.56, "max_force_ev_per_a": 4.27}